{
  "formula": "C24H28F32O7P",
  "method": "wB97M-V/def2-TZVPD",
  "species": ["O", "C", "C", "C", "C", "O", "P", "O", "H", "H", "H", "H", "H", "H", "H", "H", "H", "H", "H", "H", "C", "C", "C", "F", "F", "F", "F", "O", "C", "C", "F", "F", "F", "F", "H", "H", "H", "H", "C", "C", "C", "F", "F", "F", "F", "O", "C", "C", "F", "F", "F", "F", "H", "H", "H", "H", "C", "C", "C", "F", "F", "F", "F", "O", "C", "C", "F", "F", "F", "F", "H", "H", "H", "H", "C", "C", "C", "F", "F", "F", "F", "O", "C", "C", "F", "F", "F", "F", "H", "H", "H", "H"],
  "positions_angstrom": [[2.18, -0.97, -1.62], [0.79, -0.65, -1.88], [-0.02, -0.97, -0.61], [-1.53, -0.72, -0.71], [-2.06, 0.68, -1.12], [-3.47, 0.53, -1.11], [-3.97, -1.17, -1.15], [-2.30, -1.67, -1.39], [2.15, -1.80, -1.14], [0.77, 0.41, -2.17], [0.48, -1.26, -2.74], [0.13, -2.04, -0.39], [0.38, -0.39, 0.24], [-1.86, -0.80, 0.35], [-1.83, 1.38, -0.30], [-1.75, 1.05, -2.11], [-5.33, -0.66, -0.92], [-3.92, -1.31, 0.30], [-4.42, -2.54, -1.27], [-4.29, -1.07, -2.56], [3.90, -4.40, 3.85], [3.61, -3.00, 4.43], [2.15, -2.52, 4.49], [1.58, -2.43, 3.29], [2.11, -1.29, 5.04], [4.37, -2.09, 3.78], [4.05, -3.03, 5.72], [4.36, -4.51, 2.50], [3.47, -4.60, 1.43], [3.58, -3.39, 0.49], [3.33, -2.24, 1.14], [2.68, -3.50, -0.51], [2.22, -4.81, 1.85], [3.83, -5.69, 0.73], [4.75, -4.76, 4.42], [3.09, -5.11, 4.06], [1.55, -3.19, 5.12], [4.58, -3.33, 0.06], [-8.53, -4.44, -2.54], [-7.21, -3.96, -1.89], [-6.84, -4.52, -0.51], [-7.75, -4.21, 0.44], [-5.66, -4.01, -0.10], [-7.20, -2.62, -1.88], [-6.22, -4.36, -2.73], [-9.68, -3.59, -2.49], [-10.58, -3.63, -1.42], [-10.62, -2.30, -0.66], [-9.43, -1.97, -0.16], [-11.49, -2.41, 0.38], [-10.35, -4.68, -0.62], [-11.80, -3.83, -1.96], [-8.30, -4.47, -3.61], [-8.77, -5.47, -2.27], [-6.74, -5.61, -0.55], [-10.95, -1.50, -1.32], [2.89, 1.74, 1.04], [4.29, 2.24, 1.49], [4.85, 1.67, 2.80], [4.09, 1.96, 3.87], [6.08, 2.21, 3.03], [4.29, 3.59, 1.52], [5.16, 1.87, 0.50], [1.75, 2.57, 1.29], [1.05, 2.52, 2.49], [1.11, 3.85, 3.25], [2.38, 4.20, 3.54], [0.44, 3.74, 4.42], [1.43, 1.47, 3.24], [-0.23, 2.30, 2.17], [2.94, 1.72, -0.05], [2.71, 0.71, 1.33], [4.96, 0.58, 2.73], [0.66, 4.64, 2.65], [4.45, 4.46, -1.83], [5.80, 4.88, -2.47], [6.40, 6.23, -2.06], [5.62, 7.27, -2.38], [7.58, 6.41, -2.72], [5.69, 4.80, -3.81], [6.71, 3.94, -2.10], [3.25, 4.64, -2.59], [2.55, 5.84, -2.59], [2.51, 6.49, -3.98], [3.75, 6.74, -4.45], [1.85, 7.66, -3.92], [3.00, 6.67, -1.64], [1.29, 5.54, -2.26], [4.52, 3.37, -1.72], [4.35, 4.83, -0.81], [6.61, 6.25, -0.99], [2.01, 5.83, -4.69]],
  "mulliken_charge": [-0.574, -0.434, 0.243, -0.760, -0.030, -0.454, 0.575, -0.380, 0.323, 0.315, 0.223, 0.400, 0.031, 0.233, 0.015, 0.273, -0.198, -0.166, -0.369, -0.137, -0.801, 0.990, 0.011, -0.165, -0.256, -0.204, -0.346, -0.408, 0.770, 0.210, -0.113, -0.360, -0.266, -0.309, 0.380, 0.355, 0.252, 0.219, -0.879, 1.076, 0.072, -0.244, -0.203, -0.238, -0.338, -0.397, 0.803, 0.194, -0.201, -0.268, -0.287, -0.313, 0.390, 0.323, 0.234, 0.224, -0.613, 1.065, 0.140, -0.216, -0.302, -0.316, -0.341, -0.317, 0.857, 0.071, -0.230, -0.276, -0.255, -0.279, 0.401, 0.186, 0.154, 0.244, -0.536, 0.939, 0.093, -0.226, -0.280, -0.294, -0.318, -0.406, 0.789, 0.188, -0.225, -0.268, -0.294, -0.286, 0.300, 0.307, 0.274, 0.233],
  "e_lumo_ev": 1.8,
  "total_charge": -1,
  "homo_ha": -0.1254,
  "gap_ev": 5.24
}

---

{
  "formula": "C24H28F3N2O5S2",
  "method": "wB97M-V/def2-TZVPD",
  "species": ["C", "C", "O", "N", "C", "C", "C", "C", "S", "O", "O", "N", "S", "O", "O", "H", "H", "H", "H", "H", "H", "H", "H", "H", "H", "H", "H", "H", "F", "C", "C", "C", "C", "C", "C", "H", "H", "H", "H", "H", "F", "C", "C", "C", "C", "C", "C", "H", "H", "H", "H", "H", "F", "C", "C", "C", "C", "C", "C", "H", "H", "H", "H", "H"],
  "positions_angstrom": [[1.44, -2.81, 1.72], [2.09, -2.70, 0.36], [1.83, -3.51, -0.44], [3.01, -1.65, -0.01], [2.73, -0.35, 0.64], [1.55, 0.36, -0.02], [0.79, 1.28, 0.95], [-0.35, 0.60, 1.70], [-1.94, 0.79, 0.85], [-1.75, 1.23, -0.50], [-2.62, 1.84, 1.57], [-2.86, -0.53, 0.99], [-2.33, -1.80, 0.16], [-3.41, -2.32, -0.61], [-1.14, -1.56, -0.60], [1.99, -3.48, 2.37], [1.36, -1.87, 2.26], [0.45, -3.22, 1.60], [3.92, -1.99, 0.30], [2.64, -0.40, 1.73], [3.61, 0.27, 0.43], [0.86, -0.42, -0.36], [1.85, 0.90, -0.92], [0.46, 2.19, 0.45], [1.51, 1.60, 1.70], [-0.16, -0.44, 1.91], [-0.43, 1.10, 2.66], [-2.00, -2.75, 1.08], [-9.39, -4.60, -2.58], [-8.59, -3.61, -2.12], [-9.15, -2.45, -1.66], [-8.32, -1.44, -1.18], [-6.95, -1.61, -1.19], [-6.39, -2.79, -1.67], [-7.22, -3.80, -2.13], [-10.23, -2.33, -1.67], [-8.75, -0.52, -0.80], [-6.30, -0.82, -0.82], [-5.32, -2.92, -1.67], [-6.81, -4.74, -2.50], [2.00, 6.07, 2.05], [0.65, 5.95, 2.09], [-0.05, 6.62, 3.07], [-1.43, 6.49, 3.11], [-2.09, 5.69, 2.18], [-1.36, 5.02, 1.20], [0.02, 5.15, 1.16], [0.48, 7.23, 3.79], [-2.00, 7.02, 3.86], [-3.16, 5.59, 2.21], [-1.87, 4.39, 0.49], [0.60, 4.64, 0.40], [6.58, -0.93, 0.20], [6.98, -1.24, -1.05], [6.88, -0.29, -2.05], [7.30, -0.61, -3.33], [7.80, -1.88, -3.60], [7.89, -2.82, -2.59], [7.48, -2.50, -1.30], [6.48, 0.69, -1.82], [7.23, 0.13, -4.12], [8.12, -2.13, -4.61], [8.27, -3.81, -2.80], [7.55, -3.22, -0.50]],
  "mulliken_charge": [-0.810, 0.593, -0.538, -0.259, -0.877, -0.169, -0.453, -0.693, 1.287, -0.702, -0.724, -0.583, 0.819, -0.611, -0.541, 0.346, 0.199, 0.159, 0.241, 0.335, 0.408, 0.018, 0.409, 0.045, 0.556, -0.049, 0.539, -0.003, -0.330, 0.386, -0.422, -0.306, -0.582, -0.329, -0.529, 0.390, 0.358, 0.491, 0.507, 0.406, -0.326, 0.426, -0.436, -0.276, -0.607, -0.216, -0.449, 0.399, 0.348, 0.388, 0.291, 0.471, -0.334, 0.401, -0.389, -0.323, -0.477, -0.319, -0.420, 0.398, 0.350, 0.362, 0.349, 0.405],
  "de_lowest_kcal_mol": 21.0,
  "e_lumo_ev": 2.3,
  "total_charge": -1,
  "homo_ha": -0.2279,
  "gap_ev": 8.53
}

---

{
  "formula": "C24H28F6N5O10S2SeTa",
  "method": "wB97M-V/def2-TZVPD",
  "species": ["Ta", "C", "N", "C", "C", "C", "C", "C", "C", "N", "C", "C", "C", "C", "C", "C", "N", "C", "C", "C", "C", "C", "N", "H", "H", "H", "H", "H", "H", "H", "H", "H", "H", "H", "H", "H", "H", "H", "H", "H", "H", "C", "O", "C", "C", "O", "C", "H", "H", "H", "H", "H", "H", "H", "H", "H", "H", "F", "C", "F", "F", "S", "O", "O", "N", "S", "O", "O", "C", "F", "F", "F", "O", "Se", "O", "O", "O"],
  "positions_angstrom": [[-17.17, -1.56, 8.34], [-15.82, -1.92, 11.00], [-15.30, -1.49, 9.63], [-14.29, -2.54, 9.32], [-15.00, -3.56, 8.43], [-14.79, -4.91, 8.43], [-15.36, -5.79, 7.47], [-16.27, -5.19, 6.58], [-16.44, -3.81, 6.58], [-15.96, -3.05, 7.60], [-14.60, -0.17, 9.72], [-14.12, 0.28, 8.34], [-14.01, 1.73, 8.04], [-13.50, 2.09, 6.79], [-13.23, 1.07, 5.86], [-13.30, -0.27, 6.26], [-13.73, -0.63, 7.46], [-17.21, -1.41, 11.24], [-17.82, -1.75, 12.46], [-19.18, -1.69, 12.66], [-19.94, -0.90, 11.85], [-19.29, -0.30, 10.60], [-17.88, -0.83, 10.18], [-15.07, -1.66, 11.77], [-15.93, -3.02, 11.01], [-13.93, -2.96, 10.28], [-13.38, -2.21, 8.80], [-14.16, -5.33, 9.22], [-14.93, -6.78, 7.36], [-16.85, -5.71, 5.80], [-16.98, -3.25, 5.82], [-13.75, -0.13, 10.43], [-15.36, 0.57, 10.06], [-14.45, 2.45, 8.70], [-13.30, 3.12, 6.42], [-12.78, 1.27, 4.87], [-13.00, -1.05, 5.57], [-17.19, -2.46, 13.02], [-19.60, -2.26, 13.49], [-20.83, -0.38, 12.13], [-20.40, -1.40, 9.54], [-19.56, 1.64, 5.44], [-19.50, 0.75, 4.35], [-18.27, 0.73, 3.60], [-17.15, -0.08, 4.20], [-17.42, -1.51, 4.12], [-17.46, -2.01, 2.80], [-19.88, 1.14, 6.34], [-20.29, 2.37, 5.08], [-18.56, 2.10, 5.63], [-17.92, 1.80, 3.42], [-18.56, 0.32, 2.61], [-16.93, 0.18, 5.23], [-16.16, 0.13, 3.68], [-17.89, -1.32, 2.04], [-18.21, -2.84, 2.79], [-16.53, -2.45, 2.44], [-20.12, -4.02, 5.24], [-20.89, -3.62, 6.38], [-21.46, -2.47, 6.05], [-21.82, -4.57, 6.51], [-19.97, -3.54, 8.08], [-18.94, -2.44, 7.74], [-20.79, -3.01, 9.20], [-19.15, -4.80, 8.13], [-19.50, -6.23, 8.82], [-20.89, -6.28, 9.19], [-18.82, -7.28, 8.12], [-18.46, -6.02, 10.47], [-18.79, -7.17, 11.23], [-18.74, -4.92, 11.19], [-17.13, -6.06, 10.19], [-20.03, 2.72, 8.59], [-18.76, 2.27, 9.52], [-20.20, -0.43, 9.52], [-16.71, -0.16, 7.46], [-19.30, 1.11, 10.83]],
  "mulliken_charge": [1.482, -1.441, 1.628, -1.198, 0.414, -0.817, -0.677, -0.908, -0.458, 0.673, -1.292, 0.893, -1.103, -0.557, -0.529, -0.353, -0.120, 0.205, -0.861, -0.273, -1.323, 0.740, 0.720, 0.654, 0.602, 0.581, 0.594, 0.528, 0.519, 0.514, 1.012, 0.465, 0.277, 0.475, 0.386, 0.428, 0.464, 0.421, 0.501, 0.577, 0.267, -0.466, -0.394, -0.497, 0.599, -0.174, -0.839, 0.027, 0.372, 0.260, 0.352, 0.267, -0.509, 0.226, 0.337, 0.216, 0.306, -0.210, 0.532, -0.163, -0.150, 0.886, -1.064, -0.831, -0.173, 0.992, -0.557, -0.573, 0.620, -0.223, -0.169, -0.174, -0.273, 0.953, -0.391, -0.677, -0.552],
  "e_lumo_ev": [-10.1, -10.3],
  "total_charge": 2,
  "homo_ha": [-0.5099, -0.5036],
  "gap_ev": [3.75, 3.39]
}